Density functional theory data (ωB97M-V/def2-TZVPD) for a structure of composition C25H46BrN2ORh.

Results
HOMO energy (alpha / beta)   -6.80 / -6.80 eV
Orbital gap (alpha / beta)   7.41 / 7.41 eV
Relative energy (zero: lowest compared OMol25 entry of this formula, charge and spin)   0.00 kcal/mol
DFT total energy   -3849.43351 Eh
F_max   0.63 eV/Å
Molecular weight   573.5 g/mol

```
! wB97M-V def2-TZVPD RIJCOSX def2/J DEFGRID3
* xyz 0 1
Rh 0.8511 -0.7010 0.0681
Br -0.9553 -2.5382 -0.0032
O -0.6187 0.0341 1.5834
N 2.0702 1.1001 -0.0950
N -0.5958 0.5810 -1.3088
C -5.1513 -3.0995 4.9286
C -2.5007 -3.0255 2.3127
C 1.7748 1.8974 1.1104
C -1.8768 0.8347 4.2202
C 2.1481 -3.9116 -0.8621
C -1.2244 1.9789 3.4357
C 1.8131 -3.8459 1.6274
C -0.5602 -0.0366 -2.6370
C -1.0058 0.5641 5.4567
C -2.8269 -1.4663 4.0535
C -1.9904 0.7391 -0.8789
C -3.0844 -2.7347 3.5351
C 2.3096 -1.7250 0.3404
C 0.0491 1.8970 -1.3334
C -3.0385 -4.3259 5.4543
C -1.7115 -2.0710 1.7038
C -4.3663 -4.9124 3.4305
C 1.5586 1.7927 -1.2985
C -1.4053 -0.7881 2.2054
C 2.5687 -3.2244 0.4447
C 4.0703 -3.4524 0.6605
C -3.2515 1.3518 4.6761
C 3.5315 1.0318 -0.2492
C -2.0445 -0.4911 3.4498
C -3.9046 -3.7559 4.3212
H 3.2431 -1.1808 0.4936
H 0.7382 -3.8748 1.4561
H -3.7461 0.6803 5.3778
H 2.1679 2.9158 1.0012
H -1.2451 2.8777 4.0588
H 3.9335 2.0401 -0.3994
H -1.7617 2.1887 2.5091
H 2.1591 -4.8706 1.7861
H -0.1930 1.7527 3.1824
H -3.9136 1.4913 3.8188
H 1.9918 -3.2812 2.5450
H -0.8590 1.4844 6.0298
H -3.5971 -5.0657 6.0348
H -2.5183 1.4486 -1.5314
H 1.9863 2.8037 -1.3409
H -3.2610 -1.2242 5.0162
H -2.7157 -3.5321 6.1312
H 2.2459 1.4152 1.9667
H -1.0253 -1.0189 -2.5882
H 4.2944 -4.5189 0.7352
H -4.9174 -4.5478 2.5608
H -3.1324 2.3157 5.1768
H -4.8950 -2.3495 5.6777
H -0.2473 2.4610 -2.2292
H -5.0240 -5.5746 3.9971
H -3.5255 -5.5130 3.0780
H -1.1038 0.5760 -3.3703
H 1.9243 1.2405 -2.1646
H 4.4042 -2.9712 1.5831
H -1.4672 -0.1772 6.1119
H 4.6516 -3.0413 -0.1691
H 0.7053 1.9133 1.2963
H 0.4689 -0.1679 -2.9663
H 1.0822 -3.7720 -1.0430
H -2.0081 1.0844 0.1511
H -5.7673 -3.8552 5.4216
H 2.6908 -3.4944 -1.7127
H -2.6438 -3.9794 1.8244
H -5.7528 -2.6156 4.1564
H -2.1453 -4.8062 5.0502
H 3.9847 0.6147 0.6461
H -0.3060 2.4630 -0.4711
H 2.3552 -4.9847 -0.8123
H -0.0263 0.1850 5.1567
H 3.7864 0.4071 -1.1026
H -2.4980 -0.2224 -0.9242
*
```

Density functional theory data (ωB97M-V/def2-TZVPD) for an isolated molecule of C20H26N2O5S.

Results
HOMO energy   -8.68 eV
Orbital gap   9.17 eV
Relative energy (zero: lowest compared OMol25 entry of this formula, charge and spin)   46.96 kcal/mol
DFT total energy   -1661.60681 Eh
F_max   1.09 eV/Å
Molecular weight   406.5 g/mol
SMILES   CCOc1ccc(S(=O)(=O)N2CCC(C(=O)NCc3ccco3)CC2)cc1C

```
! wB97M-V def2-TZVPD RIJCOSX def2/J DEFGRID3
* xyz 0 1
S -1.9561 3.6703 0.1483
O -2.9403 3.9165 -0.8680
O -1.4004 4.7807 0.8614
O 2.2705 0.2222 -2.1049
O 0.7771 -4.1930 -0.4422
O 0.3361 0.1836 1.9965
N -2.6722 2.6822 1.2799
N -0.4559 -1.3352 0.5402
C 1.6381 1.9369 -0.4979
C 4.3228 -0.9417 -2.3140
C 0.6387 2.7557 0.0026
C -2.8767 0.3117 0.5983
C 1.3734 1.0871 -1.5659
C -0.8793 1.9099 -1.6549
C -2.1545 0.9486 2.9552
C 1.4128 -3.8532 1.6624
C -3.5698 1.6624 0.8075
C -0.1521 0.1998 -3.3513
C -0.6083 -0.3821 1.4888
C 0.9880 -5.3922 0.1260
C -1.8396 2.3412 2.4209
C -0.6160 2.7222 -0.5651
C 1.0415 -3.2534 0.4948
C 3.5810 0.1597 -1.5727
C 0.1018 1.0867 -2.1723
C -2.0699 -0.1083 1.8494
C 0.8510 -1.8185 0.1332
C 1.3801 -5.2483 1.4198
H -0.7870 2.3750 2.1284
H 1.5749 -1.1956 0.6636
H 1.6790 -3.3595 2.5741
H 0.9732 -1.6961 -0.9469
H -3.6371 -0.4342 0.3599
H -0.0483 -0.8480 -3.0715
H 3.8227 -1.8947 -2.1633
H 3.5438 -0.0666 -0.4991
H -1.4260 0.7084 3.7303
H 4.0887 1.1232 -1.7131
H -3.1496 0.9341 3.4007
H 1.6175 -6.0287 2.1127
H -1.8603 1.9532 -2.1038
H 5.3417 -1.0130 -1.9453
H -2.4694 -1.0490 2.2467
H -1.2616 -1.8213 0.1810
H -4.3917 1.5590 1.5239
H 2.6135 1.9658 -0.0413
H -1.1496 0.3649 -3.7484
H 4.3433 -0.7248 -3.3784
H -3.9821 2.0339 -0.1315
H 0.8344 3.4329 0.8178
H -1.9989 3.0934 3.2004
H -2.2051 0.3967 -0.2575
H 0.5816 0.3982 -4.1305
H 0.8306 -6.2588 -0.4847
*
```

- Number 2 is which compound?
  C20H26N2O5S